Computed, not measured: one molecule with the formula C3H9N3O2 in a non-equilibrium geometry, with ωB97M-V/def2-TZVPD.

Results
HOMO level: -7.65 eV
E_LUMO: 0.57 eV
energy relative to the best compared isomer or geometry (same formula, charge and spin): 579.94 kJ/mol
SMILES string: CN(/C=C(\[NH3+])[O-])NO
frontier orbital gap: 8.22 eV

```
17
Properties=species:S:1:pos:R:3:forces:R:3:nbo_charge:R:1
C 1.410 1.155 0.361 0.1 -0.1 0.0 -0.4315
N 0.415 0.212 -0.143 -0.3 0.3 0.2 -0.3337
C -0.412 -0.315 0.900 0.8 -0.6 0.4 -0.4182
C -1.684 -0.724 0.704 -0.6 0.9 0.3 0.6235
N -2.220 0.243 -0.651 1.3 0.8 0.8 -0.8759
O -2.594 -1.293 1.232 -0.1 -0.4 0.0 -0.6085
N 0.908 -0.785 -0.990 0.1 -0.3 -0.4 -0.1885
O 1.851 -1.685 -0.382 0.0 0.2 0.0 -0.5937
H 0.887 1.990 0.825 0.0 0.0 0.0 0.2165
H 2.077 0.724 1.122 0.0 0.0 -0.1 0.1733
H 2.008 1.534 -0.473 0.0 0.0 0.1 0.1915
H 0.097 -0.745 1.757 0.0 -0.1 0.0 0.2034
H -3.229 0.337 -0.608 0.2 0.1 0.1 0.4140
H -1.890 -0.212 -1.492 0.0 0.3 -0.2 0.4182
H -1.630 1.083 -0.355 -1.4 -1.3 -1.3 0.4471
H 1.394 -0.333 -1.766 0.0 0.0 0.3 0.3232
H 2.611 -1.186 -0.041 -0.2 0.1 -0.1 0.4391
```
Forces are in eV/Å.